A structure of composition C3H3Cl2NO2, computed with ωB97M-V with the def2-TZVPD basis set.

Each line ends with the natural charge from an NBO analysis.
Geometry (Å):
C: -0.5662 -0.0926 0.7584  0.58
C: 1.4487 0.7590 -0.0728  -0.17
C: -1.0186 -0.4317 -0.7517  -0.68
N: -0.0380 -1.2254 1.1908  0.11
O: -0.8989 0.9753 1.2412  -0.55
O: 0.9661 -1.7801 0.8147  -0.19
Cl: 2.3581 1.1906 1.2451  0.11
Cl: 1.1707 2.1092 -1.0336  0.09
H: -1.7793 -1.1950 -0.7723  0.23
H: -0.1649 -0.6993 -1.4695  0.24
H: -1.4777 0.3900 -1.1504  0.23

Atomic forces in eV per Å
C -1.2 3.6 -4.6
C -0.1 0.1 -0.3
C 1.6 -2.1 0.4
N 1.5 -3.7 1.8
O 0.4 -1.3 0.9
O -0.8 0.8 0.6
Cl 0.8 0.1 0.9
Cl -0.1 0.5 -0.7
H -0.1 -0.6 0.1
H -1.1 0.1 1.6
H -1.1 2.5 -0.6

Output
HOMO energy = -9.41 eV
Relative energy (zero: lowest compared OMol25 entry of this formula, charge and spin) = 599.7 kJ/mol
E = -1241.48874 hartree
Largest force on an atom = 6.00 eV/A
Lowest unoccupied orbital energy = -1.45 eV

---

A cluster of 2 separate species, C2H10N3O in total, computed with ωB97M-V with the def2-TZVPD basis set.

Each line ends with the natural charge from an NBO analysis.
Geometry (Å):
C: 0.2518 -0.2199 -0.7364  0.67
N: -0.8598 -0.1721 -1.3717  -0.75
N: 0.9518 0.8794 -0.4315  -0.56
N: 0.6896 -1.4023 -0.3023  -0.77
C: 0.5992 2.2767 -0.8267  -0.42
H: -1.2188 0.7405 -1.6630  0.43
H: -1.4610 -0.9983 -1.4226  0.44
H: 1.7988 0.7796 0.1335  0.42
H: 1.5907 -1.5741 0.1504  0.44
H: 0.0930 -2.1893 -0.5693  0.42
H: -0.1676 2.2689 -1.6196  0.20
H: 1.5062 2.7665 -1.2193  0.24
H: 0.2200 2.8682 0.0236  0.23
O: -1.7145 -1.9335 3.1924  -0.94
H: -1.3101 -2.7981 3.4315  0.48
H: -0.9693 -1.2921 3.2310  0.46

Atomic forces in eV per Å
C 2.9 0.5 2.2
N -2.8 0.5 -1.6
N 0.1 0.8 -0.2
N -0.2 -1.0 -0.1
C 0.2 -0.3 0.0
H -0.1 -0.9 0.2
H 0.3 0.7 -0.2
H -0.6 -0.1 -0.5
H -0.7 0.2 -0.4
H 0.9 0.2 0.5
H 0.5 0.1 0.3
H -0.5 -0.3 0.1
H 0.1 -0.5 -0.3
O 1.3 -0.2 0.0
H -0.4 0.9 -0.2
H -0.8 -0.7 0.1

Output
HOMO energy = -14.32 eV
Relative energy (zero: lowest compared OMol25 entry of this formula, charge and spin) = 82.6 kJ/mol
E = -321.49355 hartree
Largest force on an atom = 3.67 eV/A
Lowest unoccupied orbital energy = -3.23 eV
Charge = +1

---

A cluster of 2 separate species, CH3NO3 in total, computed with ωB97M-V with the def2-TZVPD basis set.

Each line ends with the natural charge from an NBO analysis.
Geometry (Å):
C: 0.6686 0.1567 0.4662  0.87
N: -0.0281 0.8659 -0.3688  -0.80
O: -0.3558 -1.6980 0.5809  -0.81
O: 2.2456 -0.7085 1.8718  -0.46
O: 1.7005 0.2691 1.1687  -0.14
H: -0.9836 0.6285 -0.4629  0.44
H: 0.3910 1.4052 -1.1150  0.43
H: 0.5200 -2.0050 0.8439  0.46

Atomic forces in eV per Å
C -0.9 -4.3 1.8
N 1.2 1.0 -0.4
O 2.2 4.2 -0.2
O 1.0 -2.0 1.0
O -2.9 2.2 -2.8
H -0.8 -0.5 -0.1
H 0.1 0.1 0.2
H 0.2 -0.7 0.4

Output
HOMO energy (alpha / beta) = -9.31 / -9.31 eV
Relative energy (zero: lowest compared OMol25 entry of this formula, charge and spin) = 636.9 kJ/mol
E = -320.10003 hartree
Largest force on an atom = 4.77 eV/A
Lowest unoccupied orbital energy (alpha / beta) = -1.05 / -1.05 eV

---

A cluster of 2 separate species, C25H28N4O in total, computed with ωB97M-V with the def2-TZVPD basis set.

Each line ends with the natural charge from an NBO analysis.
Geometry (Å):
N: 2.2213 1.9172 -1.6862  -0.62
C: 3.1104 1.8529 -0.6347  0.09
N: 2.7032 2.5953 0.4346  -0.47
C: 1.5155 3.1774 0.0550  -0.11
C: 0.7486 4.0534 0.9668  0.41
O: 0.9786 4.2618 2.1415  -0.56
C: 1.2322 2.7467 -1.2818  -0.09
H: 4.0358 1.2896 -0.6592  0.16
H: -0.1105 4.5158 0.4209  0.08
H: 0.3849 3.0726 -1.8751  0.17
C: 2.6159 -6.0030 -4.8239  -0.40
N: 2.8697 -5.0695 -3.7462  -0.40
C: 3.6558 -5.6473 -2.6798  -0.20
C: 3.7299 -4.7686 -1.4472  -0.40
C: 4.0204 -3.3163 -1.8128  -0.43
C: 3.1173 -2.8135 -2.8935  -0.11
C: 2.5383 -3.7505 -3.8100  0.35
C: 1.6145 -3.2592 -4.7733  -0.33
C: 1.3295 -1.9168 -4.8641  -0.10
C: 2.0353 -0.9512 -4.0707  -0.19
C: 1.9663 0.4425 -4.2911  0.07
C: 1.5817 1.0548 -5.5009  -0.20
C: 1.2789 2.4486 -5.5277  -0.10
C: 0.6977 3.0491 -6.6297  -0.01
C: 0.4025 2.2684 -7.7916  0.25
N: -0.3329 2.7883 -8.8112  -0.38
C: -0.5548 2.0297 -10.0234  -0.41
C: -0.6559 4.1945 -8.9126  -0.20
C: -0.8240 4.8479 -7.5538  -0.40
C: 0.3280 4.4980 -6.6138  -0.44
C: 0.8677 0.9288 -7.8431  -0.30
C: 1.4793 0.3533 -6.7518  -0.11
C: 2.8635 -1.4624 -3.0322  -0.07
H: 2.0851 -5.5409 -5.6565  0.21
H: 3.5612 -6.4200 -5.2049  0.20
H: 2.0205 -6.8462 -4.4477  0.20
H: 3.2093 -6.6205 -2.4335  0.20
H: 4.6699 -5.8589 -3.0590  0.19
H: 2.7761 -4.8194 -0.9107  0.21
H: 4.5068 -5.1592 -0.7880  0.23
H: 3.8939 -2.6851 -0.9272  0.24
H: 5.0746 -3.2220 -2.1163  0.22
H: 1.1116 -3.9538 -5.4473  0.22
H: 0.5887 -1.5842 -5.5895  0.22
H: 2.2614 1.0930 -3.4740  0.30
H: 1.4829 3.0394 -4.6287  0.24
H: -0.9402 1.0318 -9.7886  0.21
H: -1.3045 2.5589 -10.6198  0.22
H: 0.3590 1.9190 -10.6290  0.20
H: 0.1217 4.7249 -9.4928  0.19
H: -1.5813 4.2638 -9.4970  0.21
H: -0.8774 5.9290 -7.6966  0.22
H: -1.7763 4.5278 -7.1150  0.21
H: 0.0576 4.7868 -5.5933  0.23
H: 1.2027 5.1020 -6.8991  0.22
H: 0.7163 0.3391 -8.7473  0.22
H: 1.8756 -0.6565 -6.8456  0.23
H: 3.3393 -0.7465 -2.3549  0.25

Atomic forces in eV per Å
N 0.4 0.0 -0.1
C -2.4 1.9 0.9
N 0.7 -0.9 -1.0
C 0.8 -0.7 -0.5
C 0.5 -0.7 -0.8
O -0.3 0.1 -0.5
C 0.6 0.5 1.8
H -0.1 0.0 0.0
H -0.1 0.1 0.4
H 0.1 -0.3 -0.2
C -0.2 -0.3 -0.1
N -0.3 0.4 -0.4
C 0.5 -0.2 0.1
C -0.3 0.1 0.0
C 0.5 0.0 0.4
C -0.4 0.2 -0.3
C 0.2 0.3 0.1
C -0.2 0.1 -0.1
C 0.7 0.0 0.0
C -0.5 -0.5 -0.2
C 0.2 -0.5 -0.8
C 0.1 -0.1 -0.8
C -0.2 -0.1 -0.3
C 0.1 -0.5 0.2
C -0.2 0.0 0.3
N 0.3 -0.4 0.0
C -0.1 -0.3 -0.2
C 0.1 0.5 -0.1
C -0.2 -0.2 0.1
C 0.1 0.7 0.1
C 0.1 -0.2 0.1
C -0.4 0.3 0.3
C -0.2 -0.2 -0.1
H 0.2 -0.1 0.2
H -0.1 0.2 0.1
H 0.0 0.1 -0.1
H 0.1 0.2 0.0
H -0.1 0.1 0.1
H 0.1 0.0 0.0
H -0.1 0.0 0.0
H 0.1 -0.1 -0.1
H -0.2 0.0 0.0
H 0.0 0.3 0.4
H 0.1 -0.1 0.4
H 0.1 0.2 0.6
H -0.2 -0.2 -0.2
H 0.0 0.2 -0.1
H 0.2 -0.2 0.1
H -0.2 0.0 0.1
H -0.1 -0.2 0.1
H 0.1 0.1 0.2
H 0.0 -0.1 0.1
H 0.1 0.0 0.0
H 0.1 0.0 -0.1
H -0.1 -0.1 0.1
H 0.3 0.2 0.3
H -0.1 0.4 0.0
H -0.2 -0.2 -0.2

Output
HOMO energy = -6.34 eV
Relative energy (zero: lowest compared OMol25 entry of this formula, charge and spin) = 219.4 kJ/mol
E = -1263.62692 hartree
Largest force on an atom = 3.19 eV/A
Lowest unoccupied orbital energy = -1.80 eV

---

A structure of composition C6H4Cl4GeS2V, computed with ωB97M-V with the def2-TZVPD basis set.

Each line ends with the natural charge from an NBO analysis.
Geometry (Å):
V: -1.6745 1.4937 -1.3380  0.02
S: -1.8156 0.6536 0.6933  0.30
C: -0.5621 -0.5393 0.8372  -0.22
C: -0.5941 -1.5000 1.8514  -0.19
C: 0.4693 -2.3643 1.9935  -0.16
C: 1.5736 -2.2786 1.1391  -0.16
C: 1.6121 -1.3449 0.1274  -0.20
C: 0.5288 -0.4798 -0.0406  -0.20
S: 0.5029 0.6732 -1.3397  0.17
H: -1.4427 -1.5449 2.5213  0.24
H: 0.4524 -3.1142 2.7720  0.24
H: 2.4099 -2.9517 1.2704  0.24
H: 2.4638 -1.2832 -0.5372  0.24
Cl: -2.4529 0.0845 -2.5153  0.06
Cl: -2.9097 3.0931 -1.0186  0.02
Ge: -0.0772 3.2568 -1.8948  1.17
Cl: 0.7663 4.7537 -0.7005  -0.28
Cl: 0.7499 3.3924 -3.8210  -0.30

Atomic forces in eV per Å
V 1.5 -0.8 1.6
S 0.2 0.1 0.0
C 0.1 0.2 -0.2
C 0.0 -0.1 0.1
C -0.1 0.1 0.0
C 0.1 0.0 -0.1
C 0.1 0.0 0.0
C -0.2 0.1 0.1
S -0.1 0.5 -0.1
H 0.0 0.0 0.0
H 0.0 0.0 0.0
H 0.0 0.0 0.0
H 0.0 0.0 0.0
Cl -1.0 -1.5 -1.5
Cl -1.2 1.6 0.2
Ge 0.9 -0.1 0.0
Cl -0.1 0.0 0.0
Cl 0.0 0.0 0.0

Output
HOMO energy (alpha / beta) = -12.65 / -12.65 eV
E = -5888.96388 hartree
Largest force on an atom = 2.38 eV/A
Lowest unoccupied orbital energy (alpha / beta) = -6.33 / -6.33 eV
Charge = +1

---

A cluster of 2 separate species, CH6O2SSi in total, computed with ωB97M-V with the def2-TZVPD basis set.

Each line ends with the Löwdin spin population.
Geometry (Å):
C: 0.6969 -1.6323 0.3583  0.01
O: 0.1467 1.0055 0.5637  0.16
O: 2.0046 0.0274 -0.9654  0.00
Si: -1.0274 1.7072 -0.3450  0.73
S: 1.4805 -0.0180 0.3773  0.01
H: 1.3380 -2.5489 0.3171  0.00
H: 0.1377 -1.7271 1.3065  0.00
H: 0.0842 -1.7707 -0.4488  0.00
H: -0.6568 2.3959 -1.4545  0.11
H: -1.5946 2.5077 0.8953  0.07
H: -2.6098 0.0532 -0.6046  0.91

Atomic forces in eV per Å
C 0.5 -1.0 3.2
O 1.9 -2.0 0.1
O 0.4 0.8 -1.3
Si -1.1 0.6 3.3
S -0.3 -0.1 0.7
H 0.4 1.4 0.2
H 0.0 0.0 -0.4
H -1.9 0.3 -2.2
H 1.3 1.8 -2.2
H 0.1 -0.3 -1.4
H -1.3 -1.5 0.0

Output
HOMO energy (alpha / beta) = -6.44 / -9.75 eV
⟨S²⟩ = 2.00
Relative energy (zero: lowest compared OMol25 entry of this formula, charge and spin) = 240.7 kJ/mol
E = -879.62514 hartree
Largest force on an atom = 3.55 eV/A
Lowest unoccupied orbital energy (alpha / beta) = 0.80 / -2.30 eV
Spin multiplicity = 3

---

What is the formula in the fifth record?
C6H4Cl4GeS2V

---

The highest E belongs to which entry?
CH3NO3

---

Which formula does entry 2 have?
C2H10N3O